Entry from the OMol25 dataset: a 3-piece molecular cluster, C4H16NO3 overall in a non-equilibrium geometry (ωB97M-V/def2-TZVPD).

The value obtained for the HOMO-LUMO gap is 10.93 eV. The electronic energy is -442.23741 Eh. The net charge is +1.

Structure (XYZ):
```
24
Properties=species:S:1:pos:R:3:forces:R:3:nbo_charge:R:1
C -0.0948 0.6090 2.3796 1.4 0.6 -0.2 -0.63
C -0.4223 -0.1570 1.1087 0.2 -0.3 1.6 -0.06
C 0.4532 -1.3755 0.8821 -0.4 -0.6 -0.3 -0.45
C 0.0079 -2.1747 -0.3576 1.1 -0.2 0.6 -0.06
O -1.3411 -2.5328 -0.3242 -0.9 0.2 -0.1 -0.72
N -0.4013 0.7486 -0.0652 -0.4 0.1 -1.5 -0.69
H -0.8216 1.3812 2.6078 -0.2 -0.1 0.2 0.24
H 0.8836 1.1160 2.2991 -0.3 0.0 -0.3 0.22
H 0.1030 -0.0470 3.2205 -0.6 -0.3 0.1 0.25
H -1.4291 -0.5256 1.2235 -0.5 0.1 -0.4 0.22
H 1.5144 -1.1388 0.8733 0.2 0.1 -0.2 0.23
H 0.3178 -2.0550 1.7288 0.0 0.2 0.2 0.24
H 0.1730 -1.5941 -1.2613 -0.2 0.1 -0.3 0.15
H 0.6669 -3.0445 -0.4772 -0.1 0.0 0.2 0.19
H -1.6758 -2.8284 0.5378 0.6 0.0 -0.3 0.48
H -0.7774 0.2606 -0.8791 -0.2 -0.2 0.0 0.44
H -0.9882 1.6034 0.0247 0.0 -0.2 0.6 0.48
H 0.5305 1.0076 -0.3853 0.3 0.2 0.5 0.43
H -2.8505 3.1121 1.1025 0.2 -0.2 -0.1 0.51
H -1.6519 3.7248 0.3916 0.0 0.0 0.1 0.50
O -1.9535 2.9020 0.8007 -0.1 0.4 -0.2 -0.97
H 4.0225 0.1607 -3.9375 0.4 0.2 0.3 0.47
H 2.8547 0.8094 -4.5464 0.2 0.6 0.3 0.46
O 3.5386 0.9958 -3.8756 -0.6 -0.8 -0.6 -0.93
```
Positions in Å, forces in eV/Å.

***

Entry from the OMol25 dataset: a 4-piece molecular cluster, C4H16NO5 overall in a non-equilibrium geometry (ωB97M-V/def2-TZVPD).

The value obtained for the HOMO-LUMO gap is 8.36 eV. The electronic energy is -592.94114 Eh. The net charge is -1.

Structure (XYZ):
```
26
Properties=species:S:1:pos:R:3:forces:R:3:nbo_charge:R:1
C -0.5496 0.5773 -1.9965 0.3 2.2 -0.7 -0.04
O -1.5988 -0.3082 -1.9083 -1.0 -1.2 1.1 -0.76
C 0.5403 0.4043 -0.9136 2.7 0.6 -1.3 -0.13
C 0.4131 0.7438 0.5730 -0.2 -0.2 1.7 0.13
C -0.1904 2.2058 0.6625 1.9 0.2 -0.7 -0.64
O -0.3314 -0.2374 1.2000 0.3 1.0 0.5 -0.94
N 1.8143 1.1403 -1.3646 -1.1 -2.3 -1.1 -0.91
H -0.9543 1.6409 -1.9075 0.5 -0.8 -0.4 0.12
H -0.1730 0.4415 -3.0822 0.1 0.4 1.9 0.17
H 0.7154 -0.6658 -0.9276 0.5 -0.3 0.0 0.22
H 1.4737 0.6439 1.0772 -1.3 0.9 -1.4 0.14
H -0.0666 2.8646 1.5670 -0.2 -1.2 -0.5 0.20
H 0.4370 2.7364 -0.1393 -1.5 -0.1 0.9 0.17
H -1.2373 2.0937 0.3644 0.1 0.5 0.0 0.21
H -1.8527 -0.2884 0.9226 0.9 -1.5 0.9 0.51
H 1.7872 2.1239 -1.1181 1.0 -0.7 0.3 0.36
H 2.6227 0.4852 -1.2660 -0.8 1.9 0.3 0.38
H -1.7500 -0.5579 -0.9662 -0.2 0.0 -0.7 0.50
H -2.3997 -1.8249 1.0750 1.2 -1.5 0.8 0.46
O -2.5858 -0.9576 0.8223 -3.0 2.3 -1.6 -1.03
H 0.6950 -1.0436 1.8501 0.6 -0.9 0.1 0.51
H 2.1918 -1.4866 2.5106 0.3 0.4 0.2 0.45
O 1.4270 -1.8286 2.0669 -1.2 0.6 -0.3 -1.07
H 0.4104 -2.5394 0.6877 0.8 2.3 2.3 0.50
H -0.8921 -3.2088 0.0930 -0.3 0.6 0.3 0.46
O 0.0539 -3.1546 0.1177 -0.4 -3.3 -2.9 -0.97
```
Positions in Å, forces in eV/Å.

***

Number 1: highest occupied orbital energy -14.073 eV. Number 2: highest occupied orbital energy -4.619 eV.